[1]
A cluster of 8 separate species, C32H26Cl4O21 in total, computed with ωB97M-V/def2-TZVPD.

Cartesian coordinates (Å):
C1 -3.886 1.367 -0.153
C2 -2.789 0.804 0.350
C3 -1.875 -0.025 -0.516
O1 -0.854 -0.464 -0.010
C4 -2.299 -0.276 -1.875
C5 -3.387 0.308 -2.369
C6 -4.269 1.234 -1.560
O2 -5.167 1.881 -2.050
O3 -3.846 0.029 -3.583
O4 -2.389 0.998 1.600
H1 -4.466 2.047 0.458
H2 -1.768 -1.004 -2.474
H3 -4.702 0.480 -3.685
H4 -1.487 0.634 1.723
C7 -2.186 -5.023 0.921
C8 -1.674 -5.849 1.834
C9 -0.262 -5.740 2.361
O5 0.111 -6.436 3.275
C10 0.557 -4.685 1.760
C11 0.064 -3.849 0.836
C12 -1.329 -4.007 0.309
O6 -1.699 -3.285 -0.591
O7 0.759 -2.814 0.383
O8 -2.342 -6.953 2.225
H5 -3.203 -5.140 0.575
H6 1.569 -4.568 2.130
H7 0.156 -2.281 -0.174
H8 -2.060 -7.172 3.125
C13 -1.160 3.927 0.777
C14 0.076 4.236 1.161
C15 0.395 5.503 1.919
O9 1.530 5.717 2.276
C16 -0.719 6.424 2.161
C17 -1.931 6.156 1.675
C18 -2.258 4.867 0.971
O10 -3.392 4.674 0.588
O11 -2.949 7.013 1.758
O12 1.104 3.410 0.996
H9 -1.417 2.969 0.355
H10 -0.521 7.397 2.592
H11 -3.745 6.539 1.460
H12 1.813 3.602 1.629
C19 2.406 -2.230 -4.801
C20 1.891 -2.237 -6.031
C21 0.863 -1.221 -6.464
O13 0.549 -1.142 -7.632
C22 0.378 -0.307 -5.443
C23 0.949 -0.277 -4.229
C24 2.024 -1.246 -3.793
O14 2.508 -1.167 -2.689
O15 0.624 0.695 -3.366
O16 2.302 -3.098 -6.966
H13 3.125 -3.005 -4.557
H14 -0.241 0.520 -5.765
H15 1.319 0.875 -2.703
H16 1.609 -3.183 -7.637
C25 0.282 -2.470 4.196
C26 -0.129 -1.412 3.484
C27 0.830 -0.426 2.866
O17 0.444 0.602 2.355
C28 2.244 -0.809 2.908
C29 2.635 -1.867 3.626
C30 1.699 -2.764 4.381
O18 2.148 -3.680 5.032
O19 3.911 -2.235 3.678
O20 -1.407 -1.185 3.149
H17 -0.469 -3.197 4.492
H18 2.988 -0.265 2.346
H19 4.010 -2.976 4.298
H20 -1.997 -1.724 3.689
O21 1.484 0.932 -0.780
H21 1.542 1.333 0.095
H22 0.888 0.182 -0.660
C31 5.314 1.267 1.929
Cl1 3.986 2.121 1.155
Cl2 5.656 1.917 3.547
H23 5.069 0.218 2.053
H24 6.202 1.370 1.317
C32 0.149 3.799 -2.489
Cl3 -1.572 3.414 -2.495
Cl4 0.467 5.477 -2.022
H25 0.648 3.176 -1.751
H26 0.566 3.578 -3.465

Computed properties:
Structure (SMILES) = O=C1C=C(O)C(=O)C=C1O.O=C1C=C(O)C(=O)C=C1O.O=C1C=C(O)C(=O)C=C1O.O=C1C=C(O)C(=O)C=C1O.O=C1C=C(O)C(=O)C=C1O.ClCCl.ClCCl.O
Lowest unoccupied orbital energy = -1.9 eV
HOMO level = -9.467 eV
Spin multiplicity = 1
Orbital gap = 7.6 eV
Total charge = 0

***

[2]
A structure of composition C32H27BClF4GeN3O2W, computed with ωB97M-V/def2-TZVPD.

Cartesian coordinates (Å):
W1 1.365 0.912 -0.615
O1 -1.506 -2.817 -3.628
C1 -0.484 -3.496 -3.089
C2 -0.408 -4.860 -3.384
C3 0.612 -5.624 -2.867
C4 1.590 -5.056 -2.040
C5 1.519 -3.720 -1.741
C6 0.487 -2.918 -2.251
C7 0.429 -1.516 -1.880
O2 1.282 -1.065 -1.012
N1 -0.475 -0.699 -2.389
N2 -0.338 0.533 -1.829
C8 -1.176 1.466 -2.155
C9 -0.932 2.705 -1.488
C10 -1.704 3.852 -1.670
C11 -1.366 4.993 -0.982
C12 -0.269 4.960 -0.119
C13 0.445 3.802 0.031
N3 0.127 2.665 -0.641
H1 -1.450 -1.878 -3.371
H2 -1.167 -5.284 -4.028
H3 0.661 -6.678 -3.109
H4 2.392 -5.665 -1.648
H5 2.263 -3.262 -1.103
H6 -2.000 1.284 -2.830
H7 -2.545 3.828 -2.347
H8 -1.938 5.902 -1.107
H9 0.030 5.836 0.438
H10 1.294 3.731 0.692
C14 -1.898 -4.475 0.202
C15 -2.598 -3.413 -0.360
C16 -2.205 -2.111 -0.096
C17 -1.105 -1.849 0.725
C18 -0.421 -2.922 1.291
C19 -0.815 -4.228 1.033
Ge1 -0.585 -0.020 1.060
C20 1.081 0.250 2.010
C21 1.213 1.338 2.891
C22 2.441 1.660 3.428
C23 3.577 0.924 3.082
C24 3.476 -0.145 2.215
C25 2.235 -0.482 1.672
C26 -2.113 0.996 1.703
C27 -3.225 0.255 2.110
C28 -4.345 0.876 2.641
C29 -4.379 2.258 2.773
C30 -3.280 3.010 2.376
C31 -2.162 2.381 1.849
H11 -2.201 -5.493 -0.005
H12 -3.444 -3.600 -1.009
H13 -2.770 -1.296 -0.538
H14 0.420 -2.754 1.952
H15 -0.277 -5.052 1.483
H16 0.343 1.923 3.169
H17 2.527 2.490 4.117
H18 4.538 1.196 3.498
H19 4.356 -0.718 1.956
H20 2.161 -1.357 1.041
H21 -3.228 -0.826 2.020
H22 -5.193 0.281 2.955
H23 -5.252 2.745 3.187
H24 -3.292 4.087 2.484
H25 -1.323 2.999 1.572
F1 4.059 3.928 1.542
B1 4.546 3.256 0.510
F2 5.257 2.159 0.705
F3 4.445 3.771 -0.705
F4 2.545 2.137 0.278
Cl1 3.668 0.419 -1.767
C32 2.190 1.065 -2.577
H26 1.879 0.361 -3.343
H27 2.417 2.051 -2.972

Computed properties:
Lowest unoccupied orbital energy (spin up / spin down) = -4.0 / -4.0 eV
HOMO level (spin up / spin down) = -10.881 / -10.747 eV
Spin multiplicity = 2
<S²> = 0.764
Relative energy (zero: lowest compared OMol25 entry of this formula, charge and spin) = 0.00 kJ/mol
Orbital gap (spin up / spin down) = 6.9 / 6.7 eV
Total charge = +1

***

[3]
A structure of composition C32H27ILuN7O4S, computed with ωB97M-V/def2-TZVPD.

Cartesian coordinates (Å):
Lu1 -0.498 -0.362 0.419
O1 -0.512 1.887 1.139
C1 -0.846 3.068 0.734
C2 -0.313 4.205 1.373
C3 -0.693 5.481 1.018
C4 -1.629 5.684 0.000
C5 -2.158 4.590 -0.647
C6 -1.791 3.276 -0.313
C7 -2.342 2.203 -1.095
N1 -2.093 0.955 -1.000
C8 -2.656 0.125 -2.047
C9 -2.956 -1.285 -1.539
N2 -1.747 -1.875 -1.027
C10 -1.211 -2.805 -1.715
C11 -0.008 -3.510 -1.355
C12 0.584 -4.355 -2.304
C13 1.789 -4.980 -2.071
C14 2.454 -4.763 -0.866
C15 1.877 -3.964 0.103
C16 0.643 -3.359 -0.111
O2 0.139 -2.638 0.913
H1 0.417 4.035 2.155
H2 -0.263 6.331 1.535
H3 -1.926 6.686 -0.284
H4 -2.877 4.732 -1.448
H5 -3.026 2.532 -1.890
H6 -1.919 0.034 -2.852
H7 -3.571 0.566 -2.468
H8 -3.386 -1.866 -2.367
H9 -3.687 -1.226 -0.728
H10 -1.697 -3.136 -2.640
H11 0.078 -4.490 -3.254
H12 2.226 -5.620 -2.827
H13 3.415 -5.226 -0.683
H14 2.364 -3.789 1.053
O3 4.739 -0.120 -1.722
C17 4.020 0.078 -2.841
C18 4.688 0.230 -4.050
C19 3.993 0.512 -5.222
C20 2.610 0.632 -5.191
C21 1.933 0.436 -3.996
C22 2.606 0.146 -2.804
C23 1.833 -0.069 -1.573
O4 0.539 -0.221 -1.620
N3 2.517 -0.037 -0.448
N4 1.743 -0.163 0.658
C24 2.321 0.091 1.867
C25 1.558 0.017 3.009
C26 2.086 0.346 4.307
C27 1.325 0.202 5.422
C28 -0.005 -0.311 5.295
C29 -0.469 -0.578 4.023
N5 0.214 -0.402 2.893
H15 4.060 -0.067 -0.966
H16 5.769 0.142 -4.055
H17 4.535 0.645 -6.152
H18 2.060 0.877 -6.093
H19 0.852 0.501 -3.948
H20 3.371 0.369 1.925
H21 3.102 0.725 4.368
H22 1.717 0.459 6.402
H23 -0.633 -0.482 6.162
H24 -1.472 -0.986 3.907
S1 -1.473 -3.074 1.499
I1 -5.912 -0.270 4.653
C30 -4.311 0.080 3.362
C31 -3.431 1.140 3.442
N6 -2.577 0.980 2.428
N7 -2.827 -0.124 1.718
C32 -3.884 -0.692 2.275
H25 -3.377 1.965 4.131
H26 -1.726 1.511 2.118
H27 -4.275 -1.626 1.905

Computed properties:
Lowest unoccupied orbital energy = 3.4 eV
HOMO level = 1.391 eV
Spin multiplicity = 1
Relative energy (zero: lowest compared OMol25 entry of this formula, charge and spin) = 62.18 kJ/mol
Orbital gap = 2.0 eV
Total charge = -2

***

no.,strongest force on any atom (eV Å⁻¹)
1,1.78
2,0.81
3,1.56